[1]
{
  "formula": "C24H70N4O9",
  "method": "the ωB97M-V functional and the def2-TZVPD basis",
  "total_energy_ev": -50403.7771,
  "homo_ev": -9.039,
  "lumo_ha": 0.01194,
  "orbital_gap_ev": 9.364,
  "de_lowest_ev": 2.958,
  "fmax_ev_per_a": 4.27,
  "smiles": "COC[C@H](C)N.COC[C@H](C)N.COC[C@H](C)N.COC[C@H](C)N.CCO.CCO.CCO.CCO.O",
  "elements": ["C", "O", "C", "C", "C", "N", "H", "H", "H", "H", "H", "H", "H", "H", "H", "H", "H", "C", "O", "C", "C", "C", "N", "H", "H", "H", "H", "H", "H", "H", "H", "H", "H", "H", "C", "O", "C", "C", "C", "N", "H", "H", "H", "H", "H", "H", "H", "H", "H", "H", "H", "C", "O", "C", "C", "C", "N", "H", "H", "H", "H", "H", "H", "H", "H", "H", "H", "H", "C", "C", "O", "H", "H", "H", "H", "H", "H", "C", "C", "O", "H", "H", "H", "H", "H", "H", "C", "C", "O", "H", "H", "H", "H", "H", "H", "C", "C", "O", "H", "H", "H", "H", "H", "H", "O", "H", "H"],
  "coordinates": [[0.74, 14.77, 30.81], [0.92, 13.57, 31.55], [1.80, 12.62, 31.08], [1.92, 11.61, 32.22], [3.28, 10.93, 32.09], [0.89, 10.68, 32.32], [0.34, 15.67, 31.29], [0.19, 14.54, 29.90], [1.68, 15.14, 30.41], [1.40, 12.33, 30.11], [2.72, 13.17, 30.90], [1.95, 12.00, 33.23], [3.63, 10.26, 32.87], [4.11, 11.64, 32.09], [3.38, 10.41, 31.13], [1.04, 10.25, 33.22], [0.21, 11.41, 32.47], [6.42, 0.97, 24.88], [7.02, 1.92, 24.06], [8.34, 1.56, 23.57], [9.29, 2.75, 23.69], [10.68, 2.48, 23.23], [9.33, 3.18, 25.04], [6.28, 0.01, 24.39], [5.37, 1.23, 24.99], [6.95, 0.96, 25.84], [8.70, 0.68, 24.10], [8.27, 1.31, 22.51], [8.92, 3.63, 23.16], [11.12, 1.79, 23.94], [11.24, 3.41, 23.20], [10.68, 1.97, 22.27], [9.97, 2.53, 25.49], [8.41, 2.85, 25.32], [0.54, 1.01, 31.49], [0.60, 2.39, 31.11], [0.54, 2.59, 29.68], [-0.90, 2.20, 29.11], [-1.08, 2.33, 27.59], [-1.94, 3.04, 29.68], [-0.49, 0.68, 31.38], [0.68, 0.90, 32.56], [1.24, 0.40, 30.90], [0.80, 3.60, 29.35], [1.40, 2.03, 29.30], [-1.11, 1.21, 29.52], [-2.11, 2.30, 27.26], [-0.57, 1.45, 27.20], [-0.57, 3.21, 27.19], [-1.69, 3.06, 30.65], [-1.91, 3.97, 29.28], [8.07, 4.12, 34.78], [9.28, 3.81, 35.27], [9.32, 3.07, 36.46], [8.89, 3.74, 37.65], [9.62, 5.00, 38.15], [8.79, 2.81, 38.78], [7.43, 3.24, 34.81], [8.13, 4.45, 33.74], [7.65, 4.95, 35.36], [8.88, 2.08, 36.33], [10.39, 2.87, 36.59], [7.89, 4.06, 37.36], [9.13, 5.44, 39.01], [9.71, 5.84, 37.45], [10.64, 4.71, 38.43], [9.74, 2.68, 39.08], [8.39, 3.39, 39.51], [10.04, 9.91, 31.78], [9.71, 8.92, 32.83], [9.78, 9.51, 34.11], [9.22, 10.62, 31.64], [10.29, 9.52, 30.80], [10.93, 10.47, 32.07], [10.50, 8.17, 32.86], [8.80, 8.35, 32.61], [10.71, 9.55, 34.32], [2.20, 6.05, 24.39], [1.89, 5.31, 23.07], [2.67, 4.18, 22.83], [1.90, 5.45, 25.25], [1.54, 6.92, 24.44], [3.22, 6.40, 24.52], [2.09, 6.01, 22.25], [0.81, 5.19, 23.07], [3.60, 4.35, 22.98], [10.04, -0.29, 30.26], [9.11, 0.60, 31.08], [8.53, 1.42, 30.06], [9.49, -0.81, 29.47], [10.45, -1.02, 30.95], [10.89, 0.25, 29.83], [9.70, 1.29, 31.68], [8.35, 0.10, 31.68], [7.95, 2.07, 30.46], [5.88, 6.81, 28.93], [5.59, 5.32, 28.67], [5.06, 4.92, 29.93], [4.92, 7.27, 29.17], [6.24, 7.26, 28.00], [6.67, 7.12, 29.61], [6.54, 4.79, 28.58], [4.98, 5.17, 27.78], [4.20, 5.34, 29.97], [8.47, 8.03, 24.40], [8.33, 7.09, 24.44], [9.40, 8.14, 24.58]]
}

[2]
{
  "formula": "C20H37N5NiSb",
  "method": "the ωB97M-V functional and the def2-TZVPD basis",
  "total_energy_ev": -76367.5224,
  "total_charge": -1,
  "homo_ev": [-0.993, -0.961],
  "lumo_ha": [0.09522, 0.09498],
  "orbital_gap_ev": [3.584, 3.545],
  "de_lowest_ev": 0.000,
  "fmax_ev_per_a": 1.17,
  "elements": ["Ni", "C", "N", "C", "C", "N", "N", "C", "N", "N", "H", "H", "H", "H", "H", "H", "H", "H", "H", "H", "H", "C", "C", "C", "Sb", "C", "C", "C", "C", "C", "C", "H", "H", "H", "H", "H", "H", "H", "H", "H", "H", "H", "H", "H", "H", "H", "H", "H", "H", "H", "H", "H", "C", "C", "C", "C", "C", "C", "C", "H", "H", "H", "H", "H"],
  "coordinates": [[0.50, 0.47, 0.28], [-1.29, 4.14, -1.11], [-0.01, 4.36, -0.43], [-0.06, 5.29, 0.68], [0.83, 3.27, -0.42], [0.79, 2.26, -1.19], [1.82, 3.31, 0.60], [2.61, 2.25, 1.03], [3.51, 2.69, 2.00], [2.47, 1.04, 0.65], [-1.97, 4.93, -0.80], [-1.74, 3.19, -0.83], [-1.18, 4.20, -2.19], [-0.63, 6.17, 0.37], [0.93, 5.66, 0.95], [-0.55, 4.87, 1.57], [0.02, 2.35, -1.84], [1.64, 3.95, 1.35], [3.94, 3.58, 1.80], [4.18, 1.99, 2.29], [3.15, 0.43, 1.09], [-0.43, -4.60, -1.71], [-0.65, -3.09, -1.67], [-0.58, -2.52, -3.08], [0.55, -1.86, -0.35], [0.19, -2.81, 1.54], [-1.28, -2.58, 1.90], [0.61, -4.25, 1.80], [2.59, -2.52, -0.68], [3.26, -1.53, -1.64], [2.90, -3.95, -1.12], [-1.23, -5.08, -2.29], [-0.42, -5.07, -0.73], [0.51, -4.86, -2.20], [-1.65, -2.89, -1.27], [0.41, -2.66, -3.52], [-0.80, -1.45, -3.10], [-1.30, -3.01, -3.75], [0.80, -2.15, 2.17], [-1.93, -3.17, 1.25], [-1.55, -1.53, 1.81], [-1.47, -2.90, 2.93], [-0.07, -4.96, 1.33], [0.56, -4.46, 2.88], [1.62, -4.49, 1.47], [3.00, -2.36, 0.32], [2.88, -1.66, -2.66], [4.35, -1.69, -1.68], [3.07, -0.49, -1.35], [2.61, -4.09, -2.17], [2.38, -4.71, -0.54], [3.97, -4.15, -1.07], [-0.99, 0.98, 1.07], [-2.20, 1.55, 1.04], [-2.58, 2.67, 1.92], [-3.79, 3.31, 1.79], [-4.77, 2.96, 0.85], [-4.44, 1.88, 0.01], [-3.25, 1.20, 0.06], [-1.88, 2.99, 2.68], [-3.99, 4.14, 2.48], [-5.72, 3.48, 0.78], [-5.16, 1.56, -0.75], [-3.05, 0.41, -0.65]]
}

[3]
{
  "formula": "C8H29F7N2O17S",
  "method": "the ωB97M-V functional and the def2-TZVPD basis",
  "total_energy_ev": -76410.0479,
  "homo_ev": -10.076,
  "lumo_ha": -0.05787,
  "orbital_gap_ev": 8.502,
  "fmax_ev_per_a": 1.78,
  "elements": ["O", "C", "O", "C", "C", "C", "C", "S", "O", "O", "C", "F", "F", "C", "F", "F", "C", "F", "F", "F", "N", "N", "H", "H", "H", "O", "H", "H", "O", "H", "H", "O", "H", "H", "O", "H", "H", "O", "H", "H", "O", "H", "H", "O", "H", "H", "O", "H", "H", "O", "H", "H", "O", "H", "H", "O", "H", "H", "O", "H", "H", "O", "H", "H"],
  "coordinates": [[-1.46, 3.26, -2.12], [-1.90, 2.40, -1.34], [-2.63, 2.45, -0.34], [-1.49, 0.95, -1.62], [-2.16, 0.17, -2.55], [-1.77, -1.11, -2.72], [-0.70, -1.52, -1.93], [-0.03, -3.17, -2.12], [1.28, -3.06, -2.64], [-0.93, -3.94, -2.93], [-0.07, -4.03, -0.46], [-1.33, -4.26, -0.12], [0.51, -5.19, -0.74], [0.72, -3.33, 0.70], [1.66, -2.55, 0.19], [1.34, -4.29, 1.40], [-0.21, -2.58, 1.70], [-0.63, -3.43, 2.62], [0.47, -1.60, 2.29], [-1.26, -2.03, 1.10], [-0.07, -0.81, -1.04], [-0.50, 0.44, -0.92], [-2.95, 0.59, -3.12], [-2.25, -1.76, -3.43], [0.00, 1.03, -0.24], [3.32, -1.94, 2.61], [2.52, -1.43, 2.74], [3.25, -2.20, 1.69], [2.90, 1.27, 3.58], [3.66, 1.47, 4.15], [3.14, 0.42, 3.18], [0.84, 3.06, -0.19], [1.11, 3.87, 0.26], [0.13, 3.36, -0.80], [-3.16, -3.07, -4.77], [-3.72, -3.44, -5.47], [-2.26, -3.31, -5.02], [-4.01, 2.28, -4.30], [-3.75, 3.08, -3.81], [-4.69, 2.58, -4.91], [2.94, 0.38, 6.36], [3.13, 1.24, 6.77], [2.32, 0.58, 5.65], [0.41, 2.62, 2.83], [0.38, 2.57, 1.87], [1.34, 2.73, 3.05], [5.06, 2.35, 7.20], [5.80, 2.00, 6.70], [5.45, 2.94, 7.85], [-1.16, 2.36, -5.49], [-0.92, 3.29, -5.44], [-2.08, 2.32, -5.20], [-0.10, -0.37, 7.35], [-0.49, -0.94, 6.68], [0.85, -0.42, 7.20], [0.95, 5.93, -0.96], [1.33, 6.31, -1.76], [0.00, 5.91, -1.13], [1.76, -4.10, -5.74], [2.72, -4.00, -5.71], [1.50, -4.15, -4.82], [-4.46, 0.24, -0.97], [-4.42, 1.17, -0.73], [-5.34, -0.06, -0.75]]
}

[4]
{
  "formula": "C3H7NO3",
  "method": "the ωB97M-V functional and the def2-TZVPD basis",
  "total_energy_ev": -10856.1943,
  "homo_ev": -7.972,
  "lumo_ha": 0.02752,
  "orbital_gap_ev": 8.721,
  "de_lowest_ev": 2.173,
  "fmax_ev_per_a": 2.03,
  "smiles": "N/C=C\\O.O=CO",
  "elements": ["N", "C", "C", "O", "H", "H", "H", "H", "H", "O", "C", "O", "H", "H"],
  "coordinates": [[1.72, 0.41, 0.39], [0.60, 0.80, -0.31], [0.28, 0.33, -1.54], [1.04, -0.60, -2.17], [1.81, -0.61, 0.44], [1.72, 0.76, 1.35], [0.11, 1.69, 0.07], [-0.55, 0.68, -2.14], [1.89, -0.61, -1.67], [-0.90, -0.89, 2.11], [-1.40, -0.82, 1.00], [-2.47, -0.04, 0.74], [-1.21, -1.52, 0.15], [-2.66, 0.42, 1.58]]
}

[5]
{
  "formula": "C2H5N3O",
  "method": "the ωB97M-V functional and the def2-TZVPD basis",
  "total_energy_ev": -8672.3415,
  "homo_ev": -8.697,
  "lumo_ha": 0.02782,
  "orbital_gap_ev": 9.454,
  "de_lowest_ev": 1.301,
  "fmax_ev_per_a": 0.53,
  "elements": ["N", "C", "O", "N", "C", "N", "H", "H", "H", "H", "H"],
  "coordinates": [[0.82, 1.91, -0.66], [-0.26, 1.22, -0.12], [-1.27, 1.76, 0.27], [-0.02, -0.16, -0.01], [-0.98, -0.98, 0.50], [-0.52, -2.22, 0.70], [0.60, 2.87, -0.89], [1.37, 1.45, -1.37], [0.95, -0.45, -0.16], [-1.12, -2.88, 1.18], [0.44, -2.52, 0.55]]
}

[6]
{
  "formula": "C5H35N3O10",
  "method": "the ωB97M-V functional and the def2-TZVPD basis",
  "total_energy_ev": -30693.7486,
  "homo_ev": -8.667,
  "lumo_ha": 0.00148,
  "orbital_gap_ev": 8.707,
  "de_lowest_ev": 6.770,
  "fmax_ev_per_a": 8.04,
  "smiles": "C[C@H](N)CNCCN.O.O.O.O.O.O.O.O.O.O",
  "elements": ["C", "C", "N", "C", "N", "C", "C", "N", "H", "H", "H", "H", "H", "H", "H", "H", "H", "H", "H", "H", "H", "H", "H", "O", "H", "H", "O", "H", "H", "O", "H", "H", "O", "H", "H", "O", "H", "H", "O", "H", "H", "O", "H", "H", "O", "H", "H", "O", "H", "H", "O", "H", "H"],
  "coordinates": [[-2.68, -1.37, 1.35], [-1.21, -1.58, 1.19], [-0.42, -0.47, 1.87], [-0.60, -1.53, -0.36], [0.77, -1.92, -0.28], [1.59, -1.01, -1.18], [2.20, -0.02, -0.24], [1.20, 1.13, 0.00], [-3.25, -1.42, 0.43], [-3.18, -1.96, 2.10], [-2.76, -0.36, 1.74], [-0.87, -2.61, 1.52], [0.53, -0.76, 1.70], [-0.55, 0.47, 1.37], [-0.63, -0.50, -0.83], [-1.46, -2.01, -0.97], [0.70, -2.87, -0.60], [1.17, -0.57, -2.16], [2.36, -1.67, -1.70], [3.03, 0.46, -0.77], [2.51, -0.39, 0.69], [1.43, 1.94, -0.57], [0.27, 1.09, -0.07], [0.43, -2.36, -3.09], [0.37, -3.10, -3.62], [-0.28, -1.86, -3.41], [0.83, 4.21, -0.12], [0.30, 4.86, -0.62], [0.99, 4.51, 0.71], [-1.84, 0.51, -3.81], [-1.13, 0.35, -3.15], [-2.41, 1.14, -3.35], [3.44, -2.83, 0.89], [3.68, -3.09, 0.04], [2.53, -2.46, 0.74], [-0.44, -4.71, -1.20], [-0.84, -4.81, -0.24], [-0.78, -3.79, -1.54], [0.12, 1.94, 3.78], [-0.06, 1.87, 2.83], [0.60, 2.65, 3.80], [-2.52, 2.88, 1.95], [-1.71, 2.98, 2.41], [-2.85, 2.06, 2.28], [-0.71, 3.27, -2.61], [-0.88, 4.07, -2.09], [0.17, 3.25, -2.91], [3.30, -0.82, 3.23], [2.91, -1.65, 3.23], [3.86, -0.80, 2.36], [-2.16, 3.17, -0.52], [-3.10, 2.94, -0.51], [-1.96, 3.55, 0.29]]
}

[7]
{
  "formula": "C4H13NOS",
  "method": "the ωB97M-V functional and the def2-TZVPD basis",
  "total_energy_ev": -18731.3218,
  "homo_ev": -8.576,
  "lumo_ha": 0.02387,
  "orbital_gap_ev": 9.226,
  "de_lowest_ev": 0.689,
  "fmax_ev_per_a": 1.13,
  "smiles": "CCNCCS.O",
  "elements": ["C", "C", "N", "C", "C", "S", "H", "H", "H", "H", "H", "H", "H", "H", "H", "H", "H", "O", "H", "H"],
  "coordinates": [[-0.96, -1.07, -2.23], [-1.07, -0.75, -0.75], [0.02, -1.38, -0.02], [-0.04, -1.31, 1.43], [-0.10, 0.11, 2.02], [1.40, 1.07, 1.67], [0.00, -0.72, -2.62], [-0.93, -2.16, -2.35], [-1.85, -0.69, -2.73], [-1.99, -1.16, -0.33], [-1.09, 0.34, -0.64], [0.95, -1.08, -0.29], [0.81, -1.87, 1.82], [-0.96, -1.83, 1.75], [-0.94, 0.64, 1.57], [-0.26, 0.08, 3.10], [2.31, 0.10, 1.79], [-0.58, 2.01, -2.82], [0.15, 2.62, -3.00], [-1.20, 2.60, -2.38]]
}

[8]
{
  "formula": "C23H25B2Ca2F8LiN2O26PS2",
  "method": "the ωB97M-V functional and the def2-TZVPD basis",
  "total_energy_ev": -171611.7630,
  "total_charge": -1,
  "homo_ev": -5.142,
  "lumo_ha": -0.10892,
  "orbital_gap_ev": 2.178,
  "fmax_ev_per_a": 3.16,
  "elements": ["O", "P", "B", "C", "O", "N", "C", "O", "F", "O", "C", "C", "C", "O", "O", "O", "H", "H", "H", "H", "H", "H", "Li", "C", "C", "O", "C", "H", "H", "H", "H", "H", "H", "Ca", "C", "C", "C", "O", "C", "C", "C", "O", "O", "O", "H", "H", "Ca", "C", "C", "O", "C", "O", "C", "F", "F", "F", "H", "H", "H", "H", "H", "O", "H", "H", "C", "C", "O", "C", "O", "O", "H", "H", "H", "H", "N", "S", "O", "O", "F", "S", "O", "O", "F", "B", "O", "C", "O", "C", "O", "O", "F", "F"],
  "coordinates": [[3.18, 2.29, 2.57], [4.37, 2.35, 1.59], [3.89, 1.70, -0.16], [5.20, 1.03, -0.85], [5.16, -0.18, -0.95], [6.43, 1.70, -1.28], [6.27, 2.25, -2.57], [5.24, 2.36, -3.16], [7.43, 2.63, -3.19], [2.80, 0.74, -0.02], [1.75, 1.06, -0.91], [2.39, 2.27, -1.78], [1.41, 3.55, -1.96], [1.54, 4.54, -1.10], [0.53, 3.60, -2.87], [3.38, 2.83, -0.92], [4.92, 3.67, 1.57], [5.39, 1.51, 2.16], [6.80, 2.35, -0.58], [1.35, 0.15, -1.42], [0.93, 1.58, -0.31], [2.71, 1.97, -2.82], [3.97, -0.22, 1.87], [1.83, -3.72, -4.08], [1.03, -2.69, -3.32], [1.57, -1.95, -2.49], [-0.44, -2.61, -3.59], [2.88, -3.66, -3.78], [1.45, -4.72, -3.86], [1.76, -3.51, -5.15], [-0.91, -3.57, -3.35], [-0.61, -2.36, -4.64], [-0.88, -1.84, -2.97], [0.18, 3.41, 0.23], [4.57, -5.28, 2.03], [3.99, -5.69, 0.84], [3.82, -4.55, -0.17], [3.38, -4.65, -1.31], [4.17, -3.20, 0.25], [4.73, -2.78, 1.42], [5.01, -3.93, 2.41], [5.57, -3.78, 3.48], [5.02, -1.59, 1.76], [3.60, -6.83, 0.51], [4.74, -6.02, 2.80], [3.94, -2.45, -0.51], [3.43, -1.43, -3.30], [-7.34, 1.10, -1.39], [-7.05, 1.00, 0.09], [-5.64, 1.19, 0.35], [-5.23, 2.45, 0.43], [-5.92, 3.41, 0.30], [-3.74, 2.49, 0.76], [-3.01, 1.61, 0.03], [-3.51, 2.21, 2.04], [-3.18, 3.70, 0.53], [-6.71, 0.41, -1.96], [-8.39, 0.88, -1.59], [-7.12, 2.10, -1.77], [-7.29, 0.00, 0.45], [-7.65, 1.70, 0.67], [0.92, -4.22, -7.76], [1.18, -4.69, -6.95], [0.87, -3.30, -7.49], [-4.90, 0.98, 4.91], [-5.72, 0.19, 5.89], [-7.05, 0.66, 5.64], [-7.08, 1.15, 4.38], [-8.07, 1.46, 3.79], [-5.82, 1.23, 3.85], [-4.03, 0.43, 4.56], [-4.57, 1.94, 5.32], [-5.68, -0.88, 5.70], [-5.43, 0.37, 6.92], [6.02, 4.49, -6.21], [7.16, 4.24, -7.28], [7.36, 5.27, -8.26], [7.38, 2.89, -7.71], [8.43, 4.47, -6.33], [4.59, 4.40, -6.85], [3.56, 4.93, -6.00], [4.24, 3.20, -7.55], [4.62, 5.49, -8.01], [-8.29, -3.57, 9.27], [-7.92, -2.29, 9.92], [-6.94, -1.75, 9.22], [-6.41, -0.70, 9.48], [-6.61, -2.64, 8.08], [-5.75, -2.43, 7.25], [-7.39, -3.70, 8.10], [-9.64, -3.53, 8.85], [-8.09, -4.64, 10.17]]
}